[1]
The following is a DFT calculation (the ωB97M-V functional and the def2-TZVPD basis) of 2 unconnected molecules or ions with the total composition C6H14.

ORCA input file:
```
! wB97M-V def2-TZVPD RIJCOSX def2/J DEFGRID3
* xyz 0 1
C -0.742 -2.460 0.615
C -1.047 -1.066 0.122
C -0.142 -0.177 -0.301
C 1.325 -0.510 -0.358
C -0.582 1.204 -0.769
C 0.400 2.374 -0.619
H -0.133 -2.452 1.531
H -1.662 -3.002 0.849
H -0.195 -3.047 -0.131
H -2.090 -0.754 0.164
H 1.954 0.348 -0.098
H 1.590 -1.328 0.319
H 1.590 -0.817 -1.376
H -1.519 1.463 -0.258
H -0.830 1.111 -1.833
H 1.324 2.216 -1.186
H -0.066 3.282 -1.018
H 0.672 2.578 0.423
H -0.149 0.285 1.779
H 0.302 0.753 2.144
*
```

Properties
Kohn-Sham gap	9.848	eV
ΔE to the lowest compared entry with this formula, charge and spin	42.6	kcal/mol
structure (SMILES)	C/C=C(\C)CC.[H][H]
calculated total energy	-6447.5611	eV
M	86.18	g mol⁻¹


[2]
The following is a DFT calculation (the ωB97M-V functional and the def2-TZVPD basis) of 3 unconnected molecules or ions with the total composition C2H9NOSi at a distorted geometry.

ORCA input file:
```
! wB97M-V def2-TZVPD RIJCOSX def2/J DEFGRID3
* xyz 0 1
C -0.358 1.125 -1.678
C -0.258 -1.102 -1.015
N -0.028 0.121 -0.712
O -1.631 1.426 0.813
Si -0.247 0.811 1.065
H -1.500 0.999 -1.730
H 0.006 1.998 -1.141
H 0.120 1.140 -2.605
H -0.121 -1.936 -0.217
H -0.834 -1.499 -1.811
H 1.598 -2.798 2.902
H 2.050 -2.119 3.141
H 0.400 -0.125 1.943
H 0.803 1.959 1.045
*
```

Properties
Kohn-Sham gap	8.230	eV
ΔE to the lowest compared entry with this formula, charge and spin	110.9	kcal/mol
calculated total energy	-13632.4136	eV
M	91.19	g mol⁻¹


[3]
The following is a DFT calculation (the ωB97M-V functional and the def2-TZVPD basis) of a gas-phase ion, C7H12NO (charge +1) at a distorted geometry.

ORCA input file:
```
! wB97M-V def2-TZVPD RIJCOSX def2/J DEFGRID3
* xyz 1 1
C -0.290 0.015 -1.870
C -1.761 0.120 -1.863
C -1.329 -0.341 -0.658
C 0.238 0.463 -0.554
C -2.849 0.354 -2.806
C 1.902 -1.227 2.154
C 1.203 0.028 1.909
N 1.820 1.179 2.196
O 1.078 -0.196 0.206
H -1.643 -1.145 -0.002
H 0.005 1.447 -0.183
H -3.678 -0.453 -2.732
H -2.234 0.408 -3.816
H -3.288 1.336 -2.801
H 2.911 -1.315 1.599
H 2.169 -1.364 3.271
H 1.381 -2.165 1.823
H 0.088 0.001 2.186
H 2.829 1.153 2.328
H 0.097 -0.405 -2.811
H 1.349 2.107 2.424
*
```

Properties
Kohn-Sham gap	9.895	eV
ΔE to the lowest compared entry with this formula, charge and spin	102.1	kcal/mol
calculated total energy	-10979.9970	eV
M	126.18	g mol⁻¹


[4]
The following is a DFT calculation (the ωB97M-V functional and the def2-TZVPD basis) of a molecular structure, C49H130NO25Y at a distorted geometry.

ORCA input file:
```
! wB97M-V def2-TZVPD RIJCOSX def2/J DEFGRID3
* xyz 1 2
Y 8.068 -5.117 7.958
C 8.759 -10.070 8.299
C 7.906 -9.720 9.576
C 8.366 -10.899 10.488
C 7.931 -10.726 11.943
C 8.474 -9.452 12.519
C 8.143 -8.206 11.627
N 8.466 -8.472 10.207
O 8.277 -7.257 9.367
C 9.042 -7.094 12.183
C 6.596 -7.833 11.916
C 6.404 -9.697 9.195
H 8.469 -9.439 7.459
H 8.523 -11.112 8.080
H 9.832 -10.063 8.490
H 9.411 -11.197 10.415
H 7.715 -11.739 10.249
H 8.159 -11.609 12.539
H 6.842 -10.709 11.989
H 9.514 -9.624 12.796
H 7.873 -9.305 13.417
H 8.868 -6.874 13.237
H 8.908 -6.161 11.636
H 10.062 -7.442 12.023
H 6.484 -7.282 12.850
H 6.038 -8.760 12.041
H 6.114 -7.211 11.162
H 6.030 -10.649 8.818
H 6.285 -9.026 8.344
H 5.808 -9.344 10.036
C 11.520 -4.405 13.297
C 12.124 -3.153 12.637
C 13.349 -2.522 13.322
O 12.354 -3.575 11.307
H 10.684 -4.795 12.717
H 11.066 -4.082 14.234
H 12.187 -5.246 13.485
H 11.438 -2.310 12.550
H 13.172 -2.116 14.318
H 13.718 -1.656 12.772
H 14.171 -3.218 13.487
H 11.463 -3.704 10.973
C 8.240 -10.173 16.549
C 6.911 -10.896 16.198
C 5.720 -10.038 15.688
O 7.067 -11.821 15.112
H 8.096 -9.302 17.188
H 8.717 -9.795 15.644
H 8.894 -10.894 17.041
H 6.605 -11.538 17.024
H 5.009 -10.739 15.249
H 5.940 -9.476 14.781
H 5.308 -9.450 16.508
H 7.143 -11.389 14.257
C 11.715 -10.457 5.124
C 12.700 -9.885 6.112
C 13.710 -10.908 6.675
O 13.402 -8.931 5.312
H 12.289 -10.975 4.355
H 11.010 -9.728 4.725
H 11.093 -11.217 5.598
H 12.222 -9.479 7.003
H 13.209 -11.867 6.809
H 14.292 -10.511 7.507
H 14.451 -11.086 5.895
H 14.242 -8.732 5.733
C 12.182 -8.014 14.677
C 13.546 -7.890 15.368
C 14.346 -6.610 15.201
O 13.369 -8.021 16.760
H 11.625 -8.921 14.913
H 12.218 -7.936 13.591
H 11.491 -7.209 14.927
H 14.142 -8.729 15.010
H 14.574 -6.411 14.154
H 15.317 -6.752 15.675
H 13.871 -5.744 15.662
H 12.892 -7.280 17.143
C 4.106 -13.254 10.677
C 3.082 -12.763 11.687
C 3.265 -11.285 12.014
O 1.796 -12.931 11.098
H 3.948 -12.705 9.748
H 3.977 -14.318 10.481
H 5.109 -13.080 11.065
H 3.079 -13.473 12.514
H 4.281 -11.142 12.384
H 2.707 -10.996 12.904
H 2.963 -10.603 11.219
H 1.224 -12.929 11.869
C 12.222 -10.486 11.716
C 13.082 -11.113 10.602
C 12.345 -12.007 9.609
O 13.579 -9.960 10.001
H 11.565 -11.218 12.186
H 11.557 -9.691 11.380
H 12.786 -10.140 12.582
H 13.929 -11.714 10.932
H 11.624 -11.416 9.043
H 11.886 -12.825 10.165
H 13.067 -12.482 8.946
H 12.758 -9.498 9.817
C 8.412 -14.566 9.168
C 7.052 -15.133 9.339
C 6.675 -16.164 8.319
O 7.064 -15.635 10.700
H 8.448 -13.989 8.244
H 9.196 -15.319 9.095
H 8.743 -13.876 9.944
H 6.330 -14.316 9.319
H 5.832 -16.720 8.728
H 7.445 -16.910 8.121
H 6.375 -15.722 7.368
H 6.338 -16.261 10.752
C 11.083 -12.220 15.060
C 10.993 -13.657 14.483
C 10.655 -13.696 12.991
O 12.207 -14.250 14.788
H 11.026 -12.368 16.138
H 10.234 -11.609 14.753
H 12.031 -11.749 14.800
H 10.317 -14.280 15.068
H 10.237 -14.652 12.677
H 11.485 -13.397 12.351
H 9.887 -12.952 12.779
H 12.895 -13.609 14.591
C 4.949 -6.174 8.540
C 5.100 -4.943 9.403
O 6.469 -4.748 9.736
O 6.057 -6.508 7.611
H 4.000 -6.062 8.016
H 4.950 -7.085 9.139
H 4.437 -4.986 10.267
H 4.841 -4.087 8.780
H 6.444 -4.331 10.600
H 5.933 -7.350 7.167
C 7.510 -12.124 4.711
C 7.537 -13.555 5.297
O 7.075 -14.383 4.316
O 8.474 -12.076 3.652
H 7.780 -11.432 5.509
H 6.537 -11.837 4.312
H 6.938 -13.676 6.200
H 8.580 -13.801 5.493
H 7.472 -15.255 4.381
H 8.475 -12.904 3.166
C 8.836 -5.922 16.176
C 7.476 -5.259 15.875
O 6.478 -5.836 16.713
O 9.168 -5.705 17.515
H 9.630 -5.559 15.523
H 8.708 -6.991 16.008
H 7.066 -5.222 14.866
H 7.510 -4.216 16.190
H 5.906 -5.149 17.063
H 8.297 -5.710 17.918
C 9.173 -7.097 5.676
C 10.435 -6.651 6.270
O 10.188 -6.047 7.513
O 8.148 -6.183 5.792
H 8.771 -7.923 6.262
H 9.304 -7.503 4.673
H 10.907 -5.890 5.647
H 11.231 -7.396 6.261
H 11.052 -5.945 7.919
H 7.628 -6.301 4.994
C 6.834 -15.428 14.445
C 5.832 -14.470 13.739
O 4.973 -13.770 14.609
O 7.744 -14.837 15.282
H 7.289 -16.030 13.658
H 6.244 -16.121 15.045
H 5.197 -14.885 12.956
H 6.475 -13.834 13.130
H 5.378 -12.927 14.825
H 7.455 -13.939 15.459
C 7.187 -3.217 12.793
C 7.163 -1.779 12.163
O 6.169 -1.057 12.891
O 6.018 -3.952 12.573
H 7.317 -3.063 13.864
H 8.080 -3.742 12.455
H 6.971 -1.904 11.098
H 8.127 -1.270 12.182
H 5.726 -0.466 12.278
H 5.226 -3.486 12.852
C 5.901 -7.621 3.338
C 6.166 -8.747 4.391
O 5.616 -8.389 5.636
O 6.374 -6.355 3.763
H 4.824 -7.457 3.367
H 6.208 -7.945 2.344
H 7.240 -8.932 4.392
H 5.652 -9.659 4.087
H 4.669 -8.319 5.496
H 6.131 -5.673 3.133
C 13.141 -6.533 9.285
C 11.951 -7.004 10.124
O 11.420 -8.085 9.420
O 12.701 -5.745 8.187
H 13.812 -7.333 8.972
H 13.805 -5.891 9.863
H 11.204 -6.211 10.143
H 12.120 -7.307 11.158
H 10.467 -8.155 9.510
H 13.438 -5.245 7.828
*
```

Properties
Kohn-Sham gap (spin up / spin down)	5.686 / 6.403	eV
calculated total energy	-106629.1865	eV
M	1222.47	g mol⁻¹


[5]
The following is a DFT calculation (the ωB97M-V functional and the def2-TZVPD basis) of a single C4H9N3O molecule at a distorted geometry.

ORCA input file:
```
! wB97M-V def2-TZVPD RIJCOSX def2/J DEFGRID3
* xyz 0 1
C -1.339 -0.979 0.862
C -0.580 0.413 0.163
N -1.063 1.690 0.360
C -0.491 -0.383 -1.048
O -0.984 -0.677 -2.120
C 0.810 -0.050 -0.348
N 1.569 1.057 -0.860
N 1.611 -1.040 0.304
H -2.404 -0.878 0.674
H -1.022 -1.999 0.655
H -1.110 -0.815 1.914
H -1.874 1.950 -0.189
H -0.335 2.390 0.447
H 2.521 1.029 -0.509
H 1.641 1.018 -1.872
H 1.860 -0.768 1.248
H 1.189 -1.957 0.320
*
```

Properties
Kohn-Sham gap	8.791	eV
ΔE to the lowest compared entry with this formula, charge and spin	88.4	kcal/mol
structure (SMILES)	C[C@]1(N)C(=O)C1(N)N
calculated total energy	-10808.6300	eV
M	115.14	g mol⁻¹


[6]
The following is a DFT calculation (the ωB97M-V functional and the def2-TZVPD basis) of a single C4H2FNO2S molecule at a distorted geometry.

ORCA input file:
```
! wB97M-V def2-TZVPD RIJCOSX def2/J DEFGRID3
* xyz 0 1
C 1.138 -1.359 -0.005
C 0.758 -0.884 -1.283
C 0.699 -0.823 1.119
C -0.822 0.756 -0.011
N -1.520 1.851 0.403
O -2.079 2.483 -0.496
O -1.584 2.103 1.594
F 0.711 -1.013 2.394
S -0.328 0.373 -1.537
H 1.862 -2.169 0.000
H 1.165 -1.318 -2.178
*
```

Properties
Kohn-Sham gap (spin up / spin down)	7.359 / 7.152	eV
ΔE to the lowest compared entry with this formula, charge and spin	123.5	kcal/mol
calculated total energy	-23308.9375	eV
M	147.13	g mol⁻¹


> Which value of calculated total energy does entry 5 give?

-10808.6300 eV


> Which value of calculated total energy does entry 5 give?

-10808.6300 eV


> Look up the calculated total energy of the fourth one.

-106629.1865 eV


> Which of these has the lowest M?

C6H14